Record 1
This record from OMol25 describes a cluster of 7 separate species, C25H70N8O7 in total at a distorted geometry. The level of theory is ωB97M-V with the def2-TZVPD basis set.

Geometry as ORCA input:
```
! wB97M-V def2-TZVPD RIJCOSX def2/J DEFGRID3
* xyz 0 1
C 2.644 -3.632 1.144
O 3.782 -3.304 1.900
C 4.383 -2.114 1.482
C 5.631 -1.869 2.295
C 5.329 -1.829 3.781
N 6.193 -0.563 1.886
H 2.739 -3.298 0.099
H 1.739 -3.151 1.529
H 2.515 -4.712 1.092
H 4.636 -2.187 0.407
H 3.699 -1.250 1.533
H 6.359 -2.654 2.064
H 6.187 -1.468 4.352
H 5.173 -2.853 4.138
H 4.417 -1.304 4.061
H 7.006 -0.376 2.464
H 6.579 -0.639 0.946
C -3.047 -1.443 -3.642
O -2.423 -2.453 -2.876
C -3.363 -3.365 -2.362
C -2.729 -4.367 -1.419
C -3.807 -5.356 -1.003
N -2.221 -3.640 -0.254
H -2.308 -0.954 -4.271
H -3.496 -0.683 -2.981
H -3.885 -1.848 -4.221
H -4.166 -2.862 -1.807
H -3.804 -3.923 -3.200
H -1.929 -4.888 -1.964
H -3.336 -6.106 -0.352
H -4.162 -5.909 -1.874
H -4.580 -4.935 -0.365
H -1.531 -4.212 0.226
H -1.655 -2.864 -0.601
C 3.009 1.654 -7.316
O 1.919 1.610 -6.412
C 2.305 1.887 -5.085
C 1.070 1.973 -4.174
C -0.053 2.823 -4.711
N 1.506 2.450 -2.847
H 2.584 1.769 -8.311
H 3.506 0.673 -7.333
H 3.737 2.420 -7.052
H 2.880 1.042 -4.680
H 2.835 2.845 -5.047
H 0.707 0.951 -4.048
H 0.216 3.883 -4.708
H -1.014 2.676 -4.221
H -0.219 2.587 -5.767
H 2.502 2.295 -2.669
H 1.431 3.465 -2.844
C -1.113 -1.236 2.779
O -2.419 -0.862 3.224
C -2.845 -1.566 4.359
C -3.628 -0.606 5.233
C -2.814 0.568 5.743
N -4.230 -1.304 6.358
H -0.399 -1.093 3.598
H -0.866 -0.654 1.898
H -1.142 -2.295 2.496
H -3.563 -2.342 4.039
H -2.069 -2.133 4.883
H -4.363 -0.151 4.551
H -2.051 0.303 6.478
H -3.487 1.264 6.261
H -2.380 1.149 4.931
H -4.610 -0.613 6.992
H -4.962 -1.959 6.119
C -5.396 3.113 2.111
O -4.155 3.575 1.638
C -3.221 2.509 1.423
C -3.620 1.610 0.310
C -2.629 0.493 0.020
N -3.859 2.407 -0.926
H -5.301 2.349 2.891
H -6.019 2.667 1.326
H -5.903 3.999 2.492
H -2.246 2.980 1.281
H -3.119 1.983 2.383
H -4.572 1.078 0.462
H -1.602 0.863 0.139
H -2.717 0.021 -0.957
H -2.708 -0.319 0.747
H -4.256 1.838 -1.659
H -4.489 3.165 -0.689
C 4.611 0.918 -1.217
O 3.615 1.904 -1.047
C 3.510 2.395 0.288
C 2.384 3.412 0.368
C 2.463 4.244 1.635
N 1.053 2.775 0.319
H 4.716 0.231 -0.375
H 5.558 1.403 -1.474
H 4.313 0.326 -2.088
H 3.328 1.558 0.975
H 4.479 2.848 0.547
H 2.493 4.031 -0.527
H 3.431 4.750 1.720
H 2.389 3.588 2.507
H 1.663 4.975 1.686
H 0.825 2.543 -0.645
H 1.030 1.901 0.832
N -0.136 -0.501 -2.289
C 0.445 -0.950 -1.134
N 1.596 -0.252 -0.787
O 0.056 -1.899 -0.458
H -0.859 -1.107 -2.646
H 0.347 0.212 -2.813
H 1.858 0.600 -1.255
H 2.097 -0.692 -0.038
*
```

Output
Calculated total energy, Eh: -1959.16202
HOMO-LUMO gap, eV: 9.16
SMILES: COC[C@H](C)N.COC[C@H](C)N.COC[C@H](C)N.COC[C@H](C)N.COC[C@H](C)N.COC[C@H](C)N.NC(N)=O
Highest occupied orbital energy, eV: -8.6



Record 2
This record from OMol25 describes a cluster of 16 separate species, C25H70O20 in total at a distorted geometry. The level of theory is ωB97M-V with the def2-TZVPD basis set.

Geometry as ORCA input:
```
! wB97M-V def2-TZVPD RIJCOSX def2/J DEFGRID3
* xyz 0 1
C -0.304 -0.293 3.904
C 0.479 -1.525 3.489
C 0.381 -1.931 1.902
C 1.591 -2.896 1.358
C 2.791 -2.456 0.560
C 3.264 -0.972 0.049
C 4.784 -0.551 0.587
O 5.338 -1.488 1.578
C 4.889 -1.184 2.946
O 5.294 -2.020 3.941
C 3.607 -3.866 0.267
O 4.468 -4.019 -0.768
O 3.182 -4.863 1.286
C 1.752 -4.545 1.566
O 0.754 -5.378 1.957
H -1.492 -0.342 4.010
H 0.199 0.754 4.073
H 1.068 -2.109 4.322
H 0.335 -0.900 1.301
H -0.658 -2.466 1.720
H 2.499 -0.165 0.456
H 3.209 -0.875 -1.140
H 4.785 0.550 1.048
H 5.503 -0.613 -0.363
H 4.200 -0.278 3.254
C 8.274 0.797 2.963
O 7.618 2.044 3.097
H 7.785 0.221 2.175
H 9.321 0.962 2.695
H 8.211 0.248 3.906
H 8.074 2.533 3.803
C 1.027 2.536 -0.891
O 1.715 1.844 0.135
H 1.590 2.442 -1.822
H 0.034 2.100 -1.023
H 0.941 3.592 -0.625
H 1.191 1.945 0.948
C 0.894 4.726 -4.090
O -0.157 4.406 -3.197
H 1.786 4.163 -3.804
H 0.605 4.454 -5.108
H 1.108 5.796 -4.034
H -0.935 4.920 -3.476
C 2.857 4.459 -7.850
O 1.551 4.025 -7.522
H 3.581 3.872 -7.280
H 3.034 4.313 -8.919
H 2.966 5.516 -7.593
H 0.931 4.564 -8.043
C -1.746 -3.158 -1.086
O -1.002 -1.964 -1.243
H -1.778 -3.420 -0.026
H -2.765 -3.005 -1.452
H -1.265 -3.965 -1.645
H -0.992 -1.757 -2.193
C 2.569 1.745 -5.519
O 1.518 1.425 -4.627
H 3.461 1.182 -5.233
H 2.280 1.473 -6.537
H 2.783 2.815 -5.463
H 0.740 1.938 -4.905
C -2.665 -1.583 7.165
O -1.366 -1.478 6.611
H -3.383 -1.132 6.476
H -2.915 -2.636 7.311
H -2.698 -1.053 8.121
H -0.751 -1.886 7.244
C -3.607 -5.043 2.029
O -2.308 -4.938 1.474
H -4.325 -4.592 1.340
H -3.857 -6.096 2.175
H -3.640 -4.513 2.984
H -1.693 -5.346 2.108
C -2.624 3.128 3.342
O -1.336 2.806 3.833
H -2.658 2.923 2.270
H -3.373 2.517 3.852
H -2.825 4.189 3.515
H -1.336 2.998 4.786
C -0.739 -8.243 3.834
O -0.639 -8.274 2.423
H -1.350 -9.086 4.166
H 0.259 -8.324 4.273
H -1.211 -7.308 4.147
H -0.091 -7.515 2.158
C -2.651 6.420 -5.402
O -1.267 6.665 -5.230
H -2.988 5.729 -4.627
H -3.202 7.360 -5.315
H -2.823 5.974 -6.385
H -0.996 7.281 -5.932
C -1.734 0.093 -6.043
O -0.990 1.287 -6.200
H -1.765 -0.169 -4.983
H -2.752 0.246 -6.409
H -1.252 -0.713 -6.602
H -0.979 1.495 -7.150
C -6.074 -1.410 9.177
O -4.786 -1.733 9.667
H -6.108 -1.615 8.104
H -6.823 -2.022 9.686
H -6.275 -0.350 9.349
H -4.786 -1.541 10.620
C 0.193 -6.500 -1.049
O 0.535 -5.541 -2.033
H -0.783 -6.245 -0.629
H 0.143 -7.491 -1.506
H 0.943 -6.491 -0.254
H 1.404 -5.793 -2.388
C -5.728 8.401 -4.244
O -4.440 8.078 -3.753
H -5.761 8.196 -5.316
H -6.476 7.790 -3.734
H -5.929 9.461 -4.071
H -4.440 8.271 -2.800
*
```

Output
Calculated total energy, Eh: -2498.61560
HOMO-LUMO gap, eV: 6.20
Highest occupied orbital energy, eV: -7.1



Record 3
This record from OMol25 describes a cluster of 12 separate species, C25H71BBrF10N25O19P2S in total at a distorted geometry. The level of theory is ωB97M-V with the def2-TZVPD basis set.

Geometry as ORCA input:
```
! wB97M-V def2-TZVPD RIJCOSX def2/J DEFGRID3
* xyz 0 1
C 3.602 -2.806 0.103
C 2.760 -3.206 -1.150
Br 1.268 -4.351 -0.588
C 2.252 -1.913 -1.845
N 1.573 -1.114 -0.830
C 1.400 0.302 -1.185
C 2.748 1.044 -1.281
C 2.618 2.499 -1.716
O 2.698 2.932 -2.800
F 2.446 3.357 -0.673
C 0.435 0.918 -0.123
O -0.849 0.433 -0.510
C -2.008 0.920 0.122
C -1.981 2.346 0.705
C -2.020 3.514 -0.293
N -0.668 3.924 -0.765
C -3.124 0.855 -0.964
C -3.374 -0.549 -1.523
C -4.567 -0.552 -2.515
F -4.713 0.744 -2.928
F -4.311 -1.237 -3.621
C -5.936 -0.895 -1.880
F -6.040 -0.333 -0.701
F -6.878 -0.321 -2.623
S -6.385 -2.716 -1.768
F -6.530 -2.813 -3.343
F -7.939 -2.316 -1.648
F -6.319 -2.693 -0.168
F -4.862 -3.175 -1.795
F -6.811 -4.246 -1.690
P -2.676 -0.190 1.505
O -4.161 -0.177 1.550
O -2.197 -1.742 1.231
O -2.129 0.218 2.983
B 1.030 0.495 1.316
N 0.723 -0.678 2.077
O 1.966 1.388 1.897
P 0.541 0.483 -2.890
O 1.769 0.336 -4.018
O -0.461 -0.853 -3.061
H 4.067 -1.843 -0.126
H 2.910 -2.696 0.939
H 4.366 -3.557 0.317
H 3.403 -3.772 -1.825
H 1.608 -2.248 -2.664
H 3.144 -1.451 -2.275
H 0.666 -1.553 -0.716
H 3.291 0.966 -0.329
H 3.417 0.586 -2.025
H 0.576 2.005 -0.218
H -1.141 2.536 1.393
H -2.876 2.439 1.341
H -2.456 4.369 0.249
H -2.658 3.370 -1.165
H -0.375 4.695 -0.174
H -0.813 4.355 -1.672
H -4.024 1.331 -0.571
H -2.715 1.452 -1.786
H -2.520 -0.892 -2.119
H -3.598 -1.316 -0.774
H -1.728 -1.793 0.389
H -1.512 0.955 2.964
H 1.505 -0.864 2.694
H 0.487 -1.491 1.530
H 1.565 2.262 1.874
H 1.677 1.135 -4.542
H -0.051 -1.421 -3.731
N 4.233 -2.269 -6.078
C 3.786 -3.172 -5.162
N 4.615 -4.234 -4.932
O 2.718 -3.039 -4.585
H 5.106 -2.353 -6.563
H 3.648 -1.475 -6.261
H 4.312 -4.916 -4.264
H 5.496 -4.361 -5.392
N -3.916 2.122 -5.258
C -3.130 3.200 -5.545
N -2.961 3.470 -6.868
O -2.611 3.881 -4.666
H -4.352 1.549 -5.954
H -4.054 1.903 -4.288
H -2.395 4.267 -7.105
H -3.376 2.933 -7.604
N -7.839 0.576 1.477
C -7.891 1.833 1.997
N -8.958 2.081 2.814
O -7.041 2.680 1.758
H -8.524 -0.131 1.663
H -7.064 0.360 0.880
H -9.023 2.995 3.218
H -9.660 1.400 3.032
N -1.874 7.631 -5.948
C -2.255 7.564 -7.256
N -2.037 8.695 -7.992
O -2.756 6.559 -7.731
H -1.460 8.441 -5.530
H -2.024 6.811 -5.385
H -2.308 8.673 -8.956
H -1.627 9.530 -7.620
N -6.173 -0.238 3.993
C -6.740 -1.130 4.850
N -5.975 -2.218 5.150
O -7.864 -0.967 5.319
H -5.258 -0.347 3.589
H -6.711 0.570 3.754
H -6.364 -2.899 5.784
H -5.059 -2.370 4.776
N -6.890 -6.540 8.069
C -7.259 -5.329 7.578
N -8.586 -5.194 7.278
O -6.465 -4.411 7.413
H -7.524 -7.300 8.214
H -5.926 -6.671 8.302
H -8.887 -4.308 6.915
H -9.260 -5.924 7.402
N 6.012 3.118 -2.292
C 6.131 1.957 -3.011
N 7.347 1.772 -3.582
O 5.214 1.152 -3.129
H 6.758 3.781 -2.191
H 5.128 3.308 -1.862
H 7.488 0.932 -4.113
H 8.105 2.421 -3.485
N -6.063 -8.083 12.129
C -5.812 -8.783 10.986
N -5.161 -9.970 11.159
O -6.148 -8.374 9.885
H -5.798 -8.396 13.043
H -6.539 -7.205 12.033
H -4.962 -10.507 10.336
H -4.876 -10.324 12.051
N 7.916 2.941 0.516
C 9.113 3.087 -0.105
N 10.153 3.364 0.719
O 9.239 2.970 -1.326
H 7.798 3.026 1.511
H 7.120 2.730 -0.061
H 11.058 3.475 0.304
H 10.049 3.459 1.715
N 11.074 1.411 -2.652
C 11.160 0.257 -3.370
N 12.376 0.016 -3.954
O 10.219 -0.513 -3.493
H 11.834 2.054 -2.548
H 10.186 1.628 -2.203
H 12.469 -0.826 -4.490
H 13.163 0.629 -3.871
N 10.559 1.081 4.544
C 9.343 1.667 4.365
N 8.325 1.137 5.096
O 9.176 2.608 3.598
H 10.719 0.312 5.165
H 11.329 1.449 4.019
H 7.417 1.548 4.985
H 8.437 0.369 5.728
*
```

Output
Calculated total energy, Eh: -8472.74659
HOMO-LUMO gap, eV: 7.53
SMILES: C[C@@H](Br)CN[C@](CC(=O)F)([C@@H](O[C@@](CCN)(CCC(F)(F)C(F)(F)S(F)(F)(F)(F)F)P(=O)(O)O)B(N)O)P(O)O.NC(N)=O.NC(N)=O.NC(N)=O.NC(N)=O.NC(N)=O.NC(N)=O.NC(N)=O.NC(N)=O.NC(N)=O.NC(N)=O.NC(N)=O
Highest occupied orbital energy, eV: -7.4



Record 4
This record from OMol25 describes a cluster of 11 separate species, C25H72N2O11 in total at a distorted geometry. The level of theory is ωB97M-V with the def2-TZVPD basis set.

Geometry as ORCA input:
```
! wB97M-V def2-TZVPD RIJCOSX def2/J DEFGRID3
* xyz 0 1
N 3.376 0.652 1.055
C 4.251 0.481 0.105
N 5.389 0.897 0.460
O 3.944 -0.069 -1.144
H 2.459 0.522 0.662
H 3.532 1.417 1.731
H 6.093 0.929 -0.292
H 5.667 1.205 1.350
C -2.556 1.688 -3.757
C -3.471 0.857 -4.701
C -2.823 -0.454 -5.102
O -4.598 0.612 -4.199
H -3.079 2.621 -3.526
H -1.608 1.925 -4.308
H -2.353 1.165 -2.896
H -3.637 1.414 -5.627
H -1.958 -0.417 -5.711
H -3.615 -0.966 -5.702
H -2.443 -1.023 -4.272
H -5.014 1.502 -4.029
C 0.322 -3.418 3.667
C 1.503 -2.610 3.302
C 1.360 -1.255 3.914
O 2.641 -3.136 3.544
H 0.507 -4.504 3.450
H -0.482 -3.185 3.087
H 0.027 -3.304 4.680
H 1.456 -2.458 2.249
H 1.418 -1.476 5.000
H 0.387 -0.782 3.588
H 2.018 -0.482 3.582
H 3.289 -2.417 3.584
C -5.421 0.506 1.238
C -5.335 0.377 -0.178
C -4.097 -0.432 -0.624
O -6.374 -0.152 -0.721
H -4.766 1.351 1.546
H -5.224 -0.388 1.793
H -6.441 0.741 1.503
H -5.134 1.351 -0.658
H -3.940 -0.612 -1.744
H -3.967 -1.401 -0.073
H -3.198 0.024 -0.187
H -7.096 0.514 -0.657
C 5.327 -2.927 0.582
C 4.106 -3.789 0.651
C 2.914 -2.900 0.165
O 4.229 -4.862 -0.024
H 5.153 -1.892 0.859
H 5.478 -2.784 -0.489
H 6.149 -3.393 1.046
H 3.971 -4.003 1.746
H 2.862 -1.993 0.776
H 1.966 -3.476 0.172
H 2.899 -2.591 -0.868
H 4.372 -4.596 -0.935
C 3.237 4.903 2.932
C 3.203 3.451 3.229
C 1.908 2.700 2.807
O 4.231 2.789 2.832
H 2.408 5.359 3.363
H 3.335 5.219 1.898
H 4.064 5.448 3.435
H 3.077 3.366 4.356
H 1.700 1.782 3.287
H 1.832 2.596 1.708
H 1.073 3.284 2.913
H 4.916 3.359 3.142
C -2.907 3.685 1.444
C -1.747 2.912 0.714
C -1.889 2.897 -0.765
O -0.604 3.246 1.050
H -3.857 3.473 0.989
H -2.950 4.743 1.441
H -2.882 3.424 2.493
H -1.901 1.869 1.026
H -1.110 2.520 -1.318
H -1.941 3.839 -1.219
H -2.871 2.437 -1.045
H -0.412 4.145 0.683
C 1.415 -1.490 -4.884
C 1.523 -0.613 -3.722
C 0.360 0.359 -3.585
O 1.606 -1.114 -2.555
H 2.062 -2.336 -4.717
H 1.876 -0.929 -5.723
H 0.388 -1.865 -5.208
H 2.417 -0.049 -3.737
H 0.655 1.110 -2.852
H -0.605 -0.030 -3.325
H 0.345 0.851 -4.557
H 2.431 -0.803 -2.204
C -2.551 -1.211 3.103
O -2.753 -2.289 2.283
H -3.298 -0.428 2.876
H -1.603 -0.808 2.944
H -2.598 -1.533 4.118
H -2.123 -2.931 2.549
C -1.615 -2.647 -2.296
O -2.182 -3.756 -1.629
H -1.107 -2.853 -3.211
H -0.859 -2.318 -1.536
H -2.298 -1.765 -2.383
H -1.894 -3.662 -0.713
C -0.112 -0.189 0.088
O 0.734 0.922 0.035
H -0.463 -0.142 1.167
H 0.504 -1.071 -0.093
H -0.900 -0.129 -0.705
H 0.295 1.672 0.417
*
```

Output
Calculated total energy, Eh: -1932.49880
HOMO-LUMO gap, eV: 8.91
SMILES: NC(N)=O.CC(C)O.CC(C)O.CC(C)O.CC(C)O.CC(C)O.CC(C)O.CC(C)O.CO.CO.CO
Highest occupied orbital energy, eV: -8.9



- Number 3 is which compound?
  C25H71BBrF10N25O19P2S



- What is the formula in the second record?
  C25H70O20